Entry 1:
{"formula": "C4H2FeLiO2", "method": "ωB97M-V with the def2-TZVPD basis set", "symbols": ["H", "C", "C", "C", "C", "O", "O", "Li", "Fe", "H"], "positions_angstrom": [[-2.9953, 2.7243, 0.9316], [-1.3781, -0.5226, -0.1769], [-0.3616, -1.2170, 0.2919], [0.9935, -0.8142, 0.0712], [2.1434, -0.4860, -0.1590], [3.3415, -0.1777, -0.3982], [-2.3006, 0.0296, -0.6538], [-3.4132, 1.6508, -0.3648], [4.5983, 0.9793, -0.3126], [-0.6280, -2.1665, 0.7705]], "nbo_charge": [0.04, 0.74, -0.47, -0.31, 0.46, -0.84, -0.65, 0.95, 0.80, 0.29], "multiplicity": 5, "gap_ev": [6.9, 4.6], "total_energy_ev": -42853.5836, "lumo_energy_ev": [-3.89, -5.62], "total_charge": 1, "mol_weight_g_mol": 144.84, "s_squared": 6.30}


Entry 2:
{"formula": "C13H17BN6OPt", "method": "ωB97M-V with the def2-TZVPD basis set", "symbols": ["Pt", "B", "N", "C", "C", "C", "N", "N", "C", "C", "C", "N", "H", "H", "H", "H", "H", "H", "H", "H", "C", "C", "O", "H", "H", "H", "N", "C", "C", "C", "N", "C", "C", "H", "H", "H", "H", "H", "H"], "positions_angstrom": [[-0.3447, -0.4267, -0.2000], [2.8129, -1.7831, -1.1287], [1.6275, -2.6933, -0.6749], [1.7518, -4.0166, -0.5142], [0.5825, -4.5264, 0.0099], [-0.2411, -3.4214, 0.1510], [0.4189, -2.3285, -0.2735], [2.2343, -0.3793, -1.6065], [2.8774, 0.4139, -2.4328], [2.0950, 1.5568, -2.7391], [0.9517, 1.3969, -2.0370], [1.0603, 0.2430, -1.2889], [3.5953, -1.6345, -0.2357], [3.2503, -2.3140, -2.1065], [2.6724, -4.5103, -0.7786], [0.3655, -5.5502, 0.2588], [-1.2464, -3.3539, 0.5445], [3.8527, 0.1221, -2.7941], [2.3500, 2.3638, -3.4053], [0.0683, 2.0117, -1.9947], [-2.6536, -1.4801, -1.8474], [-2.3497, -1.0704, -0.4427], [-2.9067, -0.9967, 0.5953], [-3.4138, -2.2617, -1.7997], [-1.7679, -1.8147, -2.3771], [-3.0672, -0.5945, -2.3403], [-1.4630, 4.3846, 3.7375], [-1.2446, 3.3864, 2.8757], [-1.7649, 2.0952, 3.0867], [-1.5256, 1.1054, 2.1771], [-0.7899, 1.2824, 1.0536], [-0.2652, 2.5149, 0.8643], [-0.4708, 3.5633, 1.7138], [-2.0131, 4.2496, 4.5678], [-1.0899, 5.3046, 3.5796], [-2.3565, 1.8718, 3.9644], [-1.9303, 0.1190, 2.3526], [0.3609, 2.6497, -0.0019], [-0.0228, 4.5214, 1.4870]], "nbo_charge": [1.12, 0.15, -0.26, 0.05, -0.29, -0.05, -0.35, -0.24, 0.11, -0.28, -0.04, -0.26, 0.00, 0.00, 0.26, 0.27, 0.22, 0.27, 0.28, 0.25, -0.75, 0.65, -0.34, 0.30, 0.29, 0.31, -0.71, 0.28, -0.29, 0.06, -0.60, 0.07, -0.28, 0.42, 0.42, 0.25, 0.22, 0.21, 0.25], "gap_ev": [5.2, 5.2], "total_energy_ev": -28650.8867, "lumo_energy_ev": [-9.98, -9.98], "total_charge": 2, "mol_weight_g_mol": 479.21}


Entry 3:
{"formula": "C26H57Cl38NO2P2S", "method": "ωB97M-V with the def2-TZVPD basis set", "symbols": ["C", "C", "C", "C", "P", "C", "C", "C", "N", "P", "O", "O", "S", "H", "H", "H", "H", "H", "H", "H", "H", "H", "H", "H", "H", "H", "H", "H", "H", "H", "H", "H", "C", "Cl", "Cl", "H", "H", "C", "Cl", "Cl", "H", "H", "C", "Cl", "Cl", "H", "H", "C", "Cl", "Cl", "H", "H", "C", "Cl", "Cl", "H", "H", "C", "Cl", "Cl", "H", "H", "C", "Cl", "Cl", "H", "H", "C", "Cl", "Cl", "H", "H", "C", "Cl", "Cl", "H", "H", "C", "Cl", "Cl", "H", "H", "C", "Cl", "Cl", "H", "H", "C", "Cl", "Cl", "H", "H", "C", "Cl", "Cl", "H", "H", "C", "Cl", "Cl", "H", "H", "C", "Cl", "Cl", "H", "H", "C", "Cl", "Cl", "H", "H", "C", "Cl", "Cl", "H", "H", "C", "Cl", "Cl", "H", "H", "C", "Cl", "Cl", "H", "H"], "positions_angstrom": [[3.4604, 4.8664, -0.8868], [2.3526, 3.8419, -0.6677], [1.1397, 4.0112, -1.6025], [0.3986, 5.2746, -1.1884], [0.1471, 2.3980, -1.4081], [-1.4707, 3.0373, -2.0406], [-2.4756, 3.4638, -0.9722], [-2.2114, 3.3928, 0.5024], [-3.6036, 3.8765, -1.3247], [-0.8135, 0.3437, -1.1978], [-2.1653, 0.3366, -0.3203], [0.2486, -0.5783, -0.3224], [-1.1073, -0.5689, -2.8968], [3.6988, 5.0182, -1.9333], [4.3376, 4.5277, -0.3394], [3.1863, 5.8112, -0.4331], [2.7197, 2.8123, -0.6699], [1.9587, 4.0142, 0.3366], [1.4838, 4.0656, -2.6254], [-0.2506, 5.6308, -1.9842], [1.0558, 6.1022, -0.9462], [-0.2506, 5.1252, -0.3277], [1.0122, 1.7902, -2.3559], [0.5391, 2.3592, -0.0412], [-1.9407, 2.1901, -2.5408], [-1.3570, 3.7872, -2.8089], [-2.8992, 2.7205, 0.9878], [-2.3418, 4.3761, 0.9374], [-1.2156, 3.0622, 0.7768], [-3.6712, 3.8657, -2.3436], [-2.7601, -0.3541, -0.6603], [1.0581, -0.5719, -0.8603], [-5.7291, 1.3109, -0.2044], [-5.8647, 0.0238, -1.4116], [-7.2848, 1.7143, 0.5444], [-5.0535, 0.9765, 0.5751], [-5.3346, 2.2025, -0.6817], [6.3005, 1.8950, -1.0009], [6.5740, 2.4025, 0.6696], [4.5842, 1.5912, -1.3177], [6.6409, 2.6829, -1.6625], [6.8560, 0.9862, -1.1851], [-7.9481, -2.0518, -4.2745], [-8.6920, -3.5128, -4.9365], [-6.4257, -2.4066, -3.4523], [-7.7517, -1.3627, -5.0870], [-8.6307, -1.6060, -3.5606], [-1.0053, -3.6257, -0.0402], [-1.4852, -4.8653, -1.2031], [-2.4145, -3.0001, 0.8321], [-0.3215, -4.0553, 0.6809], [-0.5268, -2.8129, -0.5728], [-2.7459, -1.1420, 4.0594], [-2.3894, -2.1929, 5.4353], [-2.3324, 0.5445, 4.4033], [-2.1675, -1.4737, 3.2045], [-3.8065, -1.2014, 3.8446], [-0.2129, 2.3800, -5.9670], [-1.8188, 3.0379, -5.6383], [0.9931, 2.9628, -4.8060], [-0.2587, 1.2989, -5.9014], [0.0888, 2.6875, -6.9610], [-4.4205, 4.6941, 3.6775], [-5.0415, 3.9101, 2.2216], [-3.5161, 6.1661, 3.2947], [-5.2565, 4.9550, 4.3150], [-3.7599, 4.0039, 4.1897], [-3.6909, -7.6659, -0.5928], [-3.7579, -8.5137, 0.9586], [-3.0447, -8.7017, -1.8744], [-4.6914, -7.3599, -0.8659], [-3.0490, -6.7987, -0.4895], [0.5603, 0.5141, 7.1927], [0.2734, 2.2350, 6.8945], [2.2409, 0.0673, 6.8630], [0.3390, 0.2970, 8.2357], [-0.0888, -0.0640, 6.5435], [-10.7269, 2.3760, 2.1958], [-12.4228, 2.8248, 2.4137], [-9.6958, 3.0717, 3.4510], [-10.6445, 1.2966, 2.2386], [-10.3920, 2.7399, 1.2315], [2.0407, -1.5702, 3.2830], [1.5911, -2.8453, 2.1425], [0.6267, -0.9002, 4.0975], [2.7139, -1.9856, 4.0239], [2.5312, -0.7727, 2.7372], [0.0849, -7.5923, -4.1226], [-0.0900, -5.8596, -4.4134], [1.7154, -8.1794, -4.4878], [-0.1320, -7.7882, -3.0780], [-0.6400, -8.0995, -4.7581], [-1.4500, -1.5183, 10.7063], [-2.1903, -2.2817, 9.2970], [-0.3978, -0.1735, 10.2397], [-2.2339, -1.1364, 11.3492], [-0.8562, -2.2554, 11.2331], [10.4027, 1.0954, -0.0239], [9.5084, -0.3711, -0.4539], [10.1971, 2.3844, -1.2239], [10.0417, 1.4604, 0.9353], [11.4573, 0.8499, 0.0398], [12.2392, 3.1431, 2.4708], [13.7870, 2.2924, 2.4909], [10.9150, 2.1043, 3.0146], [12.3007, 3.9995, 3.1311], [12.0321, 3.4658, 1.4556], [7.5953, -3.4283, -2.5578], [8.9334, -2.9588, -3.6111], [7.0108, -2.0641, -1.5952], [6.7803, -3.7942, -3.1705], [7.9374, -4.2051, -1.8846], [7.6950, 6.4484, 0.9577], [9.1837, 5.4911, 0.9381], [6.3058, 5.4633, 1.4188], [7.8116, 7.2555, 1.6710], [7.5213, 6.8487, -0.0341], [-5.6391, -5.2411, -3.3421], [-4.7784, -6.7845, -3.4871], [-5.6751, -4.6648, -1.6705], [-5.1325, -4.5024, -3.9520], [-6.6583, -5.3737, -3.6853], [-3.1034, -9.9004, -6.1772], [-2.8213, -10.9815, -4.8079], [-2.4585, -8.2828, -5.8697], [-2.6134, -10.3145, -7.0502], [-4.1698, -9.8172, -6.3499]], "lowdin_charge": [-0.11, -0.34, -0.53, -0.10, 0.74, -0.31, -0.46, -0.09, 0.15, 0.11, -0.28, -0.32, 0.22, 0.08, 0.01, 0.06, -0.01, 0.11, 0.03, 0.08, 0.07, 0.07, 0.00, 0.03, 0.04, 0.06, 0.03, 0.06, 0.05, 0.07, 0.02, 0.05, -1.04, 0.50, 0.50, 0.01, -0.01, -0.99, 0.49, 0.58, 0.03, -0.03, -0.97, 0.53, 0.53, 0.03, 0.03, -1.01, 0.55, 0.55, -0.02, -0.01, -1.04, 0.50, 0.49, -0.04, 0.03, -0.98, 0.53, 0.57, 0.02, 0.03, -1.00, 0.54, 0.51, 0.03, 0.02, -1.06, 0.51, 0.46, -0.03, -0.05, -1.07, 0.50, 0.49, -0.11, -0.05, -1.05, 0.50, 0.49, 0.02, 0.01, -0.98, 0.56, 0.54, 0.03, 0.03, -1.07, 0.49, 0.50, 0.01, -0.11, -0.99, 0.51, 0.58, 0.03, 0.03, -1.05, 0.50, 0.50, -0.07, 0.02, -1.01, 0.52, 0.56, 0.03, 0.01, -1.01, 0.51, 0.48, 0.03, 0.03, -1.00, 0.49, 0.51, 0.02, 0.03, -1.04, 0.52, 0.49, -0.01, 0.00, -0.98, 0.51, 0.57, 0.03, 0.03], "gap_ev": 8.5, "total_energy_ev": -538736.7423, "lumo_energy_ev": 0.16, "mol_weight_g_mol": 1856.98}